1.
{"formula": "C77H65Cl15N12O24", "method": "ωB97M-V/def2-TZVPD", "symbols": ["Cl", "Cl", "Cl", "Cl", "Cl", "Cl", "Cl", "Cl", "Cl", "Cl", "Cl", "Cl", "Cl", "Cl", "Cl", "O", "O", "O", "O", "O", "O", "O", "O", "O", "O", "O", "O", "O", "O", "O", "O", "O", "O", "O", "O", "O", "O", "O", "O", "N", "N", "N", "N", "N", "N", "N", "N", "N", "N", "N", "N", "C", "C", "C", "C", "C", "C", "C", "C", "C", "C", "C", "C", "C", "C", "C", "C", "C", "C", "C", "C", "C", "C", "C", "C", "C", "C", "C", "C", "C", "C", "C", "C", "C", "C", "C", "C", "C", "C", "C", "C", "C", "C", "C", "C", "C", "C", "C", "C", "C", "C", "C", "C", "C", "C", "C", "C", "C", "C", "C", "C", "C", "C", "C", "C", "C", "C", "C", "C", "C", "C", "C", "C", "C", "C", "C", "C", "C", "H", "H", "H", "H", "H", "H", "H", "H", "H", "H", "H", "H", "H", "H", "H", "H", "H", "H", "H", "H", "H", "H", "H", "H", "H", "H", "H", "H", "H", "H", "H", "H", "H", "H", "H", "H", "H", "H", "H", "H", "H", "H", "H", "H", "H", "H", "H", "H", "H", "H", "H", "H", "H", "H", "H", "H", "H", "H", "H", "H", "H", "H", "H", "H", "H"], "xyz": [[0.55072, 3.20978, -4.38984], [-3.04031, -1.99685, 3.17042], [0.47786, -1.44547, 1.11123], [-0.17027, -6.42031, -1.01913], [1.52476, 1.53170, -6.62954], [-1.55300, -4.38352, 0.51297], [-4.87971, 4.07096, 5.01526], [-5.81435, -2.66698, 4.18555], [2.84039, 1.22403, -4.04607], [-2.44917, -7.18031, 0.79031], [-3.78830, -4.80239, 3.78616], [-6.16406, 1.34724, 5.16075], [0.34303, 0.48783, -1.21422], [-1.59884, 0.64959, 0.98183], [-3.83519, 1.98246, 3.25252], [-5.88659, 1.13868, 0.90518], [-2.41573, 5.43496, 2.74736], [-7.41216, -7.31608, -2.46780], [6.68518, 4.22533, 3.10185], [-1.95268, 3.42708, 8.69922], [0.68369, 3.97241, 3.07817], [8.63852, -0.89244, -1.50471], [-7.28301, -5.69981, -3.87635], [-1.96982, 4.42924, 6.79867], [-0.34510, 1.23761, -10.07939], [7.96175, 0.41573, 0.08398], [2.05818, 5.40327, 2.22550], [-2.21718, -3.22767, -2.40547], [-1.89575, -1.14999, -2.93087], [4.87767, 4.96113, 3.98990], [3.68831, -5.03487, -0.03187], [3.05680, 5.41425, -3.83423], [-1.16228, -3.73292, 5.28134], [-0.03405, -3.34644, 7.05671], [-3.58232, 4.64783, 1.12097], [-1.87011, 2.76764, -9.67262], [2.99572, -5.80173, -2.00931], [5.12602, 6.25790, -3.96801], [-4.51168, -0.30346, 0.13719], [-3.25309, 5.54985, 1.87742], [4.25869, 5.49239, -3.45641], [3.44969, -6.00184, -0.86305], [1.06199, 4.70683, 2.15681], [5.56922, 4.07637, 3.59409], [-1.50158, -2.33603, -2.92290], [7.76828, -0.32989, -0.85266], [-1.22559, 1.72950, -9.37059], [-7.04722, -6.20712, -2.77787], [-0.11405, -3.59319, 5.83765], [-5.11443, 0.75987, 0.04968], [-1.77195, 3.41300, 7.46610], [-0.84700, 4.45930, -1.63331], [-1.16161, -0.29421, -7.93048], [2.27911, -3.14829, -4.81986], [5.93985, 4.69566, -1.76755], [5.80355, 1.62436, 3.42208], [-5.78754, -4.13323, -2.08797], [-1.32005, 3.74798, -0.56100], [4.29767, -7.65467, 0.73782], [3.72317, -1.58312, -1.61110], [3.64752, 2.58800, 3.86606], [-0.75574, 3.89854, 0.68518], [5.24337, 0.36691, 3.51831], [-5.66076, 2.66800, -1.41982], [1.60540, -4.16910, -4.12307], [3.65558, 3.98418, -1.53989], [0.37860, 4.69719, 0.83635], [4.75211, -1.97114, -2.49124], [3.90483, 0.15897, 3.62908], [6.32571, 3.95407, -0.68103], [-4.24197, 3.12024, -3.29743], [2.03716, 2.40113, -5.11583], [0.40826, -3.87026, -3.44656], [-1.32132, -0.26983, 6.66294], [-3.72775, 1.27239, -1.92018], [-2.56416, -0.54339, -5.97667], [-5.08347, -3.46047, -1.16261], [3.32956, -9.82824, -0.63908], [-4.05280, -3.07969, 4.21624], [-6.30369, -5.38920, -1.77441], [-3.22198, 0.67920, -6.28846], [3.48226, -3.29728, 4.85969], [3.44899, -3.61491, 3.50213], [-0.79121, 2.23630, 5.45016], [3.11546, -8.56322, -1.16410], [-4.83566, -3.98946, 0.09974], [5.01716, 2.74175, 3.59631], [-4.83607, 1.60553, -1.11251], [0.51152, -1.60387, -4.22283], [4.60563, 4.71475, -2.20939], [-0.17687, -2.61009, -3.52584], [4.46073, -8.92053, 1.30272], [-5.35779, -5.24657, 0.43425], [2.22918, -3.94864, 2.96309], [-0.52814, 1.03439, 4.82144], [-3.43423, 1.99723, -3.04079], [1.07897, -3.95465, 3.74007], [-5.19320, 6.84830, 0.98243], [-6.05842, -5.98925, -0.51767], [4.07102, -9.97317, 0.54738], [5.35216, -0.32564, -0.25058], [0.86698, 5.46028, -0.24361], [1.16348, -3.71405, 5.09346], [2.35560, -3.32413, 5.64851], [-1.74597, -5.96230, -0.25654], [6.06044, -1.50958, -2.28205], [-4.63454, 2.30421, 4.82196], [-0.65528, -0.18354, 5.45085], [-3.95973, 9.25194, 1.84214], [-1.70943, 0.96916, -8.18872], [-1.66746, 0.91892, 7.31505], [3.10506, 1.31321, 3.80190], [3.63513, -7.41331, -0.44874], [6.36445, -0.64314, -1.14046], [0.20399, 5.34449, -1.45833], [-2.78070, 1.40648, -7.37466], [-1.36568, 2.19161, 6.77357], [-5.08298, 9.31273, 1.03992], [-3.97979, 6.81157, 1.71616], [-5.73822, 8.13521, 0.71404], [-5.36242, 3.44937, -2.53377], [-1.57804, -1.03321, -6.82390], [4.04080, -0.84129, -0.45648], [5.35091, 3.24398, -0.02042], [-3.39520, 8.00359, 2.11210], [-0.54561, -0.42211, 0.00087], [4.00674, 3.26083, -0.38629], [1.73168, -1.88732, -4.85652], [5.85706, -0.51660, 3.42241], [-1.11106, -1.99348, -6.66201], [-1.59707, -1.26225, 6.98768], [-3.29970, 2.33082, -7.58115], [3.52633, -0.85077, 3.56943], [-3.97898, 1.98167, 5.63086], [2.39842, -2.89252, 6.63759], [-4.02199, 3.83393, -4.07759], [-6.66297, 8.14949, 0.15634], [4.38131, -2.95689, 5.35188], [3.25870, -0.67500, 0.26951], [3.21069, -3.36855, -5.31990], [6.74144, -1.92957, -3.00749], [-0.08619, 1.07355, 3.83679], [-1.20357, 3.37562, 1.51730], [-6.07492, 4.22900, -2.75943], [2.51415, -8.43597, -2.05215], [-1.24874, -1.08033, -0.50946], [2.06866, 1.14151, 4.05250], [-2.62175, 1.87813, -3.74227], [-6.53648, 2.93530, -0.84705], [-6.00977, -3.69648, -3.05039], [2.92550, -10.70303, -1.12681], [-0.33571, -0.68588, -8.50570], [-3.62669, -2.88309, 5.20005], [4.49717, -2.59621, -3.33425], [4.34431, -3.55914, 2.90073], [-0.55353, 3.15775, 4.93944], [-5.64150, 5.91418, 0.67773], [2.72902, -1.99104, -1.71908], [3.21017, 2.73959, 0.12380], [5.61137, 2.74987, 0.90393], [2.73348, 3.19434, -5.38792], [-6.40667, -6.97200, -0.23602], [-5.52099, 10.25984, 0.76149], [-1.18442, 4.33565, -2.65177], [4.62273, -6.75532, 1.23972], [-2.45515, 7.89660, 2.63292], [2.92232, 3.37214, 4.02614], [6.84059, 1.78476, 3.16666], [0.13749, -4.32565, 3.36274], [1.70314, 6.13723, -0.14886], [-2.08803, 3.02137, -0.78156], [2.31184, -1.16395, -5.41018], [1.90367, -5.20682, -4.14703], [-0.11187, -4.69752, -2.98668], [-3.98413, 1.02646, -5.60659], [-2.09531, 0.82971, 8.30267], [4.85823, -8.99926, 2.30382], [4.34917, -10.96390, 0.87525], [-4.61800, -2.52043, -1.41964], [-3.51831, 10.18372, 2.16360], [-4.25291, -3.38314, 0.77738], [5.62039, 0.12802, 0.69210], [6.69625, 5.14348, -2.39503], [2.62070, 3.93070, -1.84413], [-3.03421, 0.49831, -1.62663], [2.24172, -4.11864, 1.89663], [0.71652, 5.86984, -2.25063], [-2.52062, -5.81498, -1.00907], [7.35772, 3.83431, -0.38608], [-0.32095, -1.08370, 4.95657], [-0.02789, -0.66892, -4.25898], [-5.10267, -5.67118, 1.39396], [-2.94171, -1.11567, -5.14220]], "atomic_forces_ev_per_a": [[1.375, -0.900, -0.360], [-0.789, -0.478, 0.153], [-0.417, 0.746, -0.825], [-0.865, -0.171, 0.484], [0.295, 0.585, 0.797], [0.218, -0.256, 0.379], [-0.130, -0.854, -0.133], [1.348, -0.200, -0.086], [-0.428, 0.807, -0.043], [0.547, -0.127, 0.269], [-0.180, 0.822, 0.172], [1.038, 0.769, -0.719], [0.191, -0.202, 0.404], [0.602, -0.381, -0.104], [-0.673, -0.087, 0.814], [-0.227, 0.447, -0.535], [0.063, 0.391, -0.094], [0.144, -0.189, 0.316], [-0.201, -0.222, 0.303], [0.538, -1.067, -1.783], [-0.044, 0.703, -1.254], [-0.629, 0.549, 0.289], [0.445, -0.145, 0.971], [0.540, -1.333, -0.051], [-0.903, 0.705, 1.371], [0.299, 0.291, 0.044], [-0.361, -0.094, 0.128], [2.302, 1.227, -1.416], [0.955, -1.629, -0.199], [-0.707, 1.047, 0.712], [-0.598, -3.556, -2.689], [2.887, 0.079, 0.471], [-0.672, -0.168, -1.042], [0.296, -0.222, -1.571], [0.012, 0.137, 0.123], [1.612, -2.033, 0.941], [1.058, -0.494, 2.406], [-2.449, -2.469, 1.331], [-0.064, 0.235, -0.427], [-0.630, -0.599, 0.064], [-0.473, 1.636, -0.446], [-0.629, 2.572, 0.082], [0.549, -0.316, 0.238], [1.274, -0.172, -1.346], [-2.026, 0.496, 1.116], [0.041, -0.563, -0.027], [-1.468, 1.017, -1.594], [-0.296, 1.025, -0.921], [1.072, 0.163, 2.872], [0.338, -0.715, 0.898], [-0.803, 2.005, 1.469], [0.842, 0.668, -0.545], [0.317, 0.707, 0.222], [-0.678, -1.386, 0.823], [0.088, 0.279, -1.511], [0.579, 0.792, -0.111], [-1.663, -1.285, -1.456], [-0.362, -0.287, -0.804], [-0.303, 1.324, 0.455], [1.100, 0.017, 1.020], [-0.281, -0.598, -0.555], [0.522, -0.068, 0.555], [1.033, -0.913, -0.673], [-0.144, 0.181, -0.112], [-0.826, 0.940, 0.035], [-0.794, -0.534, 0.603], [-0.714, -0.014, -0.195], [0.037, 1.374, 0.953], [-0.889, 1.496, 0.188], [-0.319, -0.274, -0.308], [-0.690, 0.669, -0.017], [-0.978, -0.237, -0.433], [-0.110, -0.784, -0.613], [0.162, 0.754, -0.571], [0.105, -0.592, 0.850], [-0.857, 0.635, -0.755], [1.372, 0.946, 1.263], [0.549, 0.884, 0.182], [0.190, 0.257, -0.288], [0.361, -1.108, 1.003], [1.549, -1.456, 0.297], [0.636, 0.099, 0.030], [0.013, 0.216, 1.165], [-1.059, 0.165, 1.808], [0.094, 1.490, 0.605], [-0.606, -0.347, -0.169], [-1.536, -0.952, 0.712], [0.614, -0.108, -0.759], [-0.665, -0.216, 0.216], [1.126, 0.186, -0.379], [1.166, -0.314, -0.382], [0.126, 1.590, -0.365], [0.664, 0.477, -0.502], [0.057, 0.238, -0.722], [1.064, 0.537, -0.147], [-1.020, 2.138, -0.460], [-0.230, -1.289, -0.218], [0.877, 1.239, 0.859], [-0.064, 0.956, -0.334], [-0.447, -1.535, -0.475], [-0.507, -1.029, 0.053], [-0.692, -0.456, 0.928], [-0.676, 0.770, -0.697], [-0.012, 0.581, 0.663], [-0.257, 0.518, -0.622], [-0.802, 0.406, 0.997], [-0.221, 0.030, 0.423], [-0.752, -0.291, 0.021], [0.245, -0.427, -0.493], [-0.372, -1.129, 0.806], [0.301, 0.442, 0.408], [0.206, -1.239, 0.539], [-0.145, -1.886, -0.141], [-1.167, -2.259, -2.435], [1.264, 0.169, 0.481], [0.211, 0.761, -0.679], [0.423, -1.762, -1.762], [-0.547, -0.447, 0.670], [-1.159, 1.230, -1.354], [0.289, -1.903, -0.506], [0.358, -1.093, 0.436], [-0.298, 0.404, -0.068], [0.685, 0.137, -1.123], [-1.071, -0.336, 1.562], [0.539, -0.170, 0.630], [-0.624, -0.172, 0.638], [0.646, 0.804, -1.309], [-0.369, 0.415, 0.203], [0.414, 0.066, -0.101], [-0.033, -0.061, 0.159], [0.086, 0.138, 0.682], [0.246, 0.170, -0.289], [-0.338, 0.095, 0.215], [0.077, 0.143, -0.401], [-0.077, -0.385, 0.210], [0.288, -0.292, -0.450], [-0.081, 0.171, -0.046], [0.263, -0.023, -0.203], [0.063, 0.204, 0.143], [0.019, 0.047, -0.144], [0.777, 0.582, 0.378], [-0.030, 0.030, -0.173], [0.342, 0.041, 0.157], [0.406, 0.310, -0.297], [0.070, 0.110, -0.081], [0.355, -0.074, 0.078], [-0.192, 0.356, -0.279], [0.348, -0.626, 0.427], [0.064, -0.350, 0.314], [0.081, -0.119, -0.132], [0.088, 0.037, -0.140], [-0.106, 0.155, -0.333], [-0.483, -0.377, -0.056], [0.259, -0.079, -0.022], [0.009, -0.056, -0.100], [-0.233, 0.171, 0.164], [-0.193, 0.152, -0.102], [-0.161, 0.067, -0.117], [0.213, -0.162, 0.272], [0.154, -0.352, -0.058], [-0.199, -0.184, 0.153], [-0.152, -0.021, -0.404], [0.020, 0.066, -0.014], [-0.526, -0.183, 0.115], [0.157, -0.070, 0.332], [0.083, 0.279, 0.194], [0.489, 0.482, 0.076], [0.172, -0.184, 0.218], [-0.146, 0.362, -0.341], [0.098, -0.180, 0.183], [-0.260, 0.050, 0.527], [-0.459, 0.459, 0.078], [0.341, 0.142, 0.112], [-0.099, 0.178, 0.209], [-0.190, 0.170, -0.305], [-0.271, 0.326, 0.022], [0.326, -0.204, -0.163], [-0.364, -0.233, 0.114], [-0.172, 0.172, 0.018], [0.340, -0.175, 0.133], [-0.043, -0.198, 0.287], [-0.123, 0.369, -0.084], [-0.066, 0.408, 0.060], [0.014, 0.272, -0.300], [-0.403, -0.286, 0.101], [-0.557, -0.303, -0.111], [-0.534, 0.065, -0.502], [0.556, -0.010, -0.305], [0.037, 0.294, -0.008], [-0.093, -0.062, -0.194], [0.498, 0.402, -0.256], [-0.260, -0.061, 0.071], [0.208, -0.068, 0.102]], "lowdin_charge": [0.53, 0.50, 0.52, 0.55, 0.53, 0.55, 0.53, 0.51, 0.56, 0.58, 0.53, 0.49, 0.60, 0.58, 0.54, 0.06, 0.07, 0.08, 0.06, 0.06, 0.04, 0.08, 0.06, 0.05, 0.06, 0.07, 0.08, 0.04, -0.01, 0.12, 0.01, 0.00, 0.04, 0.06, 0.04, 0.05, 0.02, 0.06, 0.01, -0.33, -0.27, -0.26, -0.31, -0.36, -0.26, -0.36, -0.31, -0.35, -0.33, -0.34, -0.33, -0.10, -0.03, -0.07, 0.00, -0.01, -0.02, -0.10, -0.01, -0.07, 0.02, -0.05, -0.10, 0.00, -0.05, -0.03, -0.11, -0.07, -0.06, -0.05, -0.06, -1.38, -0.01, -0.05, -0.03, -0.06, -0.09, -0.06, -1.42, -0.12, -0.06, -0.08, -0.07, 0.02, 0.01, -0.08, -0.16, -0.13, -0.03, -0.12, -0.13, -0.06, -0.09, -0.08, -0.10, -0.08, -0.01, 0.03, 0.01, -0.08, 0.00, -0.01, -0.14, -0.01, -1.49, 0.03, -1.42, -0.08, -0.06, -0.14, 0.00, -0.03, -0.13, -0.12, -0.08, 0.00, -0.12, -0.08, -0.14, -0.06, -0.05, -0.08, -0.05, -0.07, 0.00, -1.42, -0.03, -0.10, 0.11, 0.11, 0.10, 0.12, 0.08, -0.02, 0.13, 0.11, 0.10, 0.11, 0.06, 0.11, 0.11, 0.08, 0.07, 0.11, 0.11, -0.01, 0.08, 0.10, 0.12, 0.12, 0.11, 0.12, 0.00, 0.08, 0.11, 0.10, 0.11, 0.09, 0.11, 0.08, 0.01, 0.12, 0.11, 0.06, 0.11, 0.12, 0.10, 0.13, 0.11, 0.12, 0.08, 0.06, 0.10, 0.06, 0.09, 0.12, 0.12, 0.11, 0.09, 0.11, 0.06, 0.09, 0.12, 0.09, 0.07, 0.09, 0.10, 0.01, 0.12, 0.09, 0.10, 0.06, 0.09]}

2.
{"formula": "C2H2Cl3F", "method": "ωB97M-V/def2-TZVPD", "symbols": ["Cl", "Cl", "Cl", "F", "C", "C", "H", "H"], "xyz": [[1.48037, 0.95864, -0.98741], [0.47801, 1.01405, 1.74071], [-2.28555, -0.41050, 0.45348], [-2.38779, -0.17720, -2.00648], [1.28263, 0.06916, 0.46815], [-1.51586, -0.60931, -1.10501], [2.27522, -0.02277, 0.86838], [0.67298, -0.82207, 0.56819]], "atomic_forces_ev_per_a": [[-0.426, 0.010, -1.003], [-0.234, 0.891, 0.504], [0.027, -0.096, -0.487], [0.808, -0.362, 0.870], [0.196, 0.275, 1.989], [-1.039, 0.333, -0.470], [0.290, -0.708, 0.000], [0.379, -0.344, -1.404]], "lowdin_charge": [0.56, 0.46, 0.56, -0.08, -1.07, -0.44, 0.01, 0.00], "de_lowest_kj_mol": 301.5}

3.
{"formula": "H9LiO5", "method": "ωB97M-V/def2-TZVPD", "symbols": ["O", "O", "O", "O", "O", "Li", "H", "H", "H", "H", "H", "H", "H", "H", "H"], "xyz": [[-0.06607, 1.24460, 2.26893], [-1.11807, -1.21240, 0.42393], [-2.22907, -0.84040, -1.86207], [0.24193, 0.88660, -1.42607], [2.42393, 0.01460, 0.33593], [0.40593, 0.10360, 0.33693], [-0.35507, 0.40660, -1.86607], [-0.82707, -2.08040, 0.50393], [0.80793, 1.27960, 2.64893], [0.24993, 1.80860, -1.85007], [-0.48107, 0.87460, 2.97093], [-2.04207, -1.00840, -0.96407], [2.84393, -0.62140, 0.57493], [-3.03207, -1.50840, -1.98207], [3.17693, 0.65260, -0.11407]], "atomic_forces_ev_per_a": [[2.378, 1.644, -3.050], [0.277, 2.929, 0.050], [-3.814, -1.742, -3.524], [4.034, 5.423, 1.653], [-4.676, 14.706, -6.155], [-1.130, -0.501, 0.220], [-4.153, -3.208, -2.786], [0.639, -2.432, 0.216], [0.909, 0.433, -0.232], [-0.133, -2.252, 1.036], [-3.011, -2.099, 2.991], [1.455, -0.394, 3.253], [7.888, -12.416, 4.696], [2.582, 2.304, -0.028], [-3.246, -2.393, 1.659]], "lowdin_charge": [-0.02, -0.48, -0.14, -0.07, -0.01, 0.70, -0.06, -0.14, 0.04, 0.12, -0.01, -0.11, -0.13, 0.10, 0.19], "de_lowest_kj_mol": 134.9}

Calculated E in order - -335726.2043; -42388.1500; -10588.0878 eV
Calculated HOMO energy in order - -9.9; -10.6; -7.7 eV
Calculated Kohn-Sham gap in order - 8.1403; 9.7979; 7.3122 eV